(1)
Here is 2 unconnected molecules or ions with the total composition C2H2ClNS from the OMol25 dataset. Energies are from ωB97M-V with the def2-TZVPD basis set.

Its SMILES is C#CCl.N=S. The calculation puts the LUMO energy (spin up / spin down) at -1.06 / -1.10 eV. The value obtained for the HOMO energy (spin up / spin down) is -8.3 / -8.3 eV. The calculation puts the energy relative to the best compared isomer or geometry (same formula, charge and spin) at 81.10 kcal per mole.

Structure (ORCA input):
```
! RIJCOSX wB97M-V def2-TZVPD def2/J DEFGRID3
* xyz 0 1
C -0.92026 0.79261 0.13925
C -1.84088 0.01431 0.13485
Cl -3.20098 -0.96994 0.27021
H -0.40666 1.69793 0.00015
N 2.10845 0.00147 -0.04506
S 1.22124 -1.24962 0.08866
H 3.03908 -0.28676 -0.58807
*
```

***

(2)
Here is 11 unconnected molecules or ions with the total composition C34H56Cl4O27 from the OMol25 dataset. Energies are from ωB97M-V with the def2-TZVPD basis set.

Its SMILES is CCOC(=O)OC.CCOC(=O)OC.CCOC(=O)OC.O=C1OCCO1.O=C1OCCO1.O=C1OCCO1.O=C1OCCO1.O=C1OCCO1.O=C1OCCO1.ClCCCl.ClCCCl. The calculation puts the LUMO energy at -0.22 eV. The value obtained for the HOMO energy is -9.8 eV.

Structure (ORCA input):
```
! RIJCOSX wB97M-V def2-TZVPD def2/J DEFGRID3
* xyz 0 1
C 5.96675 -2.24189 4.02212
C 4.64025 -1.73593 3.44552
O 4.10415 -2.63097 2.46896
C 3.41280 -3.68540 2.87867
O 3.14654 -4.00105 4.00569
O 2.93544 -4.27495 1.77767
C 1.98394 -5.33721 1.99265
H 6.17384 -1.65892 4.91814
H 6.72712 -2.01927 3.26903
H 5.99553 -3.31004 4.21615
H 4.71882 -0.79462 2.91123
H 3.97150 -1.58709 4.29615
H 1.04523 -4.86230 2.26989
H 2.31825 -5.96845 2.81646
H 2.04597 -5.90686 1.07296
C 4.71758 1.16611 -1.64958
C 3.65022 2.22254 -1.81328
O 4.23682 3.50901 -1.55772
C 3.38391 4.51471 -1.42496
O 2.19691 4.48617 -1.63626
O 4.03862 5.55283 -0.94699
C 3.28892 6.73880 -0.71993
H 4.84107 0.87581 -0.60626
H 5.70436 1.52566 -1.95204
H 4.49281 0.32370 -2.29983
H 2.78252 1.99149 -1.19978
H 3.25149 2.19334 -2.83119
H 3.98787 7.50841 -0.40828
H 2.53723 6.50547 0.03426
H 2.76438 7.13773 -1.58936
C 0.03988 3.00809 -3.73558
C -0.89144 3.35553 -2.58234
O -2.02482 3.99957 -3.14047
C -2.90847 4.57639 -2.34350
O -2.68916 4.85385 -1.19000
O -4.01855 4.79184 -3.02786
C -5.18038 5.02466 -2.23711
H 1.05812 2.80051 -3.42452
H -0.01529 3.85849 -4.41924
H -0.36295 2.16766 -4.30421
H -0.33386 3.97820 -1.88041
H -1.20659 2.46041 -2.04714
H -6.04697 4.81760 -2.85446
H -5.20725 6.07242 -1.92771
H -5.16032 4.44713 -1.31437
O 1.07746 0.25140 -2.05056
C 0.81635 -0.36868 -1.05743
O 1.42314 -1.50084 -0.65578
C 0.98543 -1.82780 0.66876
C -0.40124 -1.18568 0.67264
O -0.22356 -0.12547 -0.26963
H 0.86740 -2.90969 0.70896
H 1.65240 -1.54333 1.48004
H -0.63713 -0.83479 1.67331
H -1.22378 -1.81884 0.34043
O -2.78667 -0.45136 2.89180
C -3.28603 0.58348 3.25314
O -3.56181 1.63396 2.50062
C -4.05192 2.72782 3.27630
C -4.17817 2.08478 4.69567
O -3.64981 0.77818 4.52012
H -3.37369 3.57369 3.32083
H -5.05287 2.90735 2.89051
H -5.21876 2.06382 5.01496
H -3.62366 2.68215 5.41781
O -2.88163 0.87533 -2.69521
C -3.52241 0.46240 -1.78479
O -4.45418 1.15255 -1.11559
C -5.08036 0.37175 -0.13112
C -4.34346 -0.97461 -0.22138
O -3.41126 -0.79343 -1.28806
H -5.03169 0.84620 0.84614
H -6.14117 0.22194 -0.34848
H -5.00561 -1.81358 -0.44121
H -3.81117 -1.26541 0.68583
O 2.91708 -1.91226 -7.66037
C 2.90562 -1.15793 -6.75164
O 3.83538 -1.05883 -5.77337
C 3.41252 -0.03208 -4.88054
C 2.37677 0.76093 -5.63963
O 1.90160 -0.24771 -6.54721
H 2.89273 -0.37734 -3.97959
H 4.31328 0.50484 -4.58430
H 2.80255 1.51006 -6.32148
H 1.56933 1.18523 -5.05349
O 2.45923 0.66688 2.43124
C 1.66755 1.45876 2.01190
O 1.85422 2.33638 1.03588
C 0.76309 3.26297 1.00990
C -0.33463 2.50561 1.75005
O 0.43856 1.57916 2.53811
H 1.01727 4.23166 1.43550
H 0.50868 3.37492 -0.04333
H -0.97332 1.86091 1.14527
H -0.92286 3.18176 2.36929
O -0.76948 -4.50143 -0.43922
C -1.25105 -5.48369 0.03664
O -0.56691 -6.57371 0.40213
C -1.46218 -7.55328 0.88629
C -2.75818 -6.75996 1.11692
O -2.56685 -5.62284 0.29101
H -1.67636 -8.33756 0.16234
H -1.20671 -7.99902 1.84685
H -3.03590 -6.47491 2.13532
H -3.62615 -7.35022 0.81043
Cl -0.30752 -2.03924 -5.00603
C -1.04432 -2.43853 -3.41390
C -2.09632 -3.52120 -3.52227
Cl -3.39056 -3.08455 -4.66010
H -1.43032 -1.52494 -2.95628
H -0.19296 -2.64351 -2.76428
H -2.52531 -3.81583 -2.56907
H -1.58068 -4.38708 -3.93871
Cl 0.12719 -1.81291 4.09123
C -0.12389 -0.47723 5.21666
C -1.39367 -0.69169 6.01107
Cl -1.25274 -2.03048 7.16822
H -0.00133 0.45140 4.66324
H 0.70384 -0.45971 5.92891
H -2.22255 -0.96723 5.36760
H -1.73669 0.21294 6.51301
*
```

***

(3)
Here is a single C4H8O2 molecule from the OMol25 dataset. Energies are from ωB97M-V with the def2-TZVPD basis set.

Its SMILES is C1COCOC1. The calculation puts the LUMO energy at 1.08 eV. The value obtained for the HOMO energy is -10.1 eV. The calculation puts the energy relative to the best compared isomer or geometry (same formula, charge and spin) at 32.85 kcal per mole.

Structure (ORCA input):
```
! RIJCOSX wB97M-V def2-TZVPD def2/J DEFGRID3
* xyz 0 1
C -0.78422 0.25184 0.85986
C -0.42763 1.21080 -0.26294
O 0.98681 1.12654 -0.47111
C 1.39147 -0.22171 -0.73686
O 1.01949 -1.17114 0.21860
C -0.37599 -1.15380 0.44837
H -0.18569 0.53942 1.73146
H -1.84509 0.29409 1.11625
H -1.02586 0.96680 -1.16576
H -0.68446 2.24475 0.00034
H 2.48515 -0.33782 -0.77990
H 0.93013 -0.39877 -1.71295
H -0.58834 -1.88827 1.22984
H -0.89579 -1.46273 -0.47521
*
```

***

How do the records compare in max |F|? In the order shown, they have 3.0, 1.9, 0.9 eV/Å.